(1)
The following is a quantum chemistry calculation of a cluster of 2 separate species, C3H10N2O2 in total at a distorted geometry, from OMol25.

Positions of all 17 atoms, in Å:
C -1.748 0.385 -0.774
C -0.565 -0.394 -0.234
C -0.510 -0.268 1.298
N 0.617 -0.758 1.897
O -1.286 0.406 1.956
N -1.600 0.665 -2.161
H -2.653 -0.137 -0.461
H -1.784 1.375 -0.281
H -0.560 -1.429 -0.558
H 0.385 0.083 -0.677
H 0.797 -1.114 2.811
H 1.436 -0.530 1.335
H -2.291 0.935 -2.846
H -1.061 -0.121 -2.618
H 4.322 0.230 0.514
H 3.073 0.785 0.473
O 3.427 -0.112 0.324

The value obtained for the electronic energy is -10347.7895 eV. The total charge is 0. As for the structure (SMILES): NCCC(N)=O.O. The orbital gap comes out at 9.36 eV. The calculation puts the energy above the lowest of the compared OMol25 structures with the same formula, charge and spin at 39.2 kcal per mole.



(2)
The following is a quantum chemistry calculation of an isolated molecule of C3H10N2O2 at a distorted geometry, from OMol25.

Positions of all 17 atoms, in Å:
C 1.979 0.597 0.174
C 1.251 -0.649 -0.241
C -0.317 -0.517 -0.009
N -2.195 1.137 0.133
N -0.911 0.787 -0.481
O -0.417 -0.619 1.388
O -1.101 -1.475 -0.655
H 2.384 0.490 1.260
H 1.447 1.501 0.369
H 2.795 0.761 -0.422
H 1.562 -0.809 -1.365
H 1.636 -1.603 0.270
H -2.815 0.389 -0.131
H -2.461 2.030 -0.270
H -0.858 0.600 -1.480
H -1.280 -0.351 1.728
H -0.699 -2.271 -0.268

The value obtained for the electronic energy is -10346.6199 eV. The total charge is 0. As for the structure (SMILES): CCC(O)(O)NN. The orbital gap comes out at 10.01 eV. The calculation puts the energy above the lowest of the compared OMol25 structures with the same formula, charge and spin at 66.1 kcal per mole.



(3)
The following is a quantum chemistry calculation of a cluster of 2 separate species, C3H10N2O2 in total, from OMol25.

Positions of all 17 atoms, in Å:
O 0.182 -1.075 1.290
C -0.521 -1.081 0.290
N -0.314 -0.212 -0.724
C 0.693 0.854 -0.629
N 1.103 1.263 -1.935
C -1.635 -2.088 0.053
H -0.752 -0.308 -1.624
H 0.200 1.647 -0.086
H 1.497 0.496 0.013
H 1.096 2.254 -2.099
H 1.969 0.851 -2.237
H -2.385 -1.673 -0.616
H -1.206 -3.008 -0.338
H -2.067 -2.288 1.036
H 0.631 1.738 3.294
H 0.696 0.880 1.955
O 0.814 1.750 2.355

The value obtained for the electronic energy is -10348.9503 eV. The total charge is 0. As for the structure (SMILES): CC(=O)NCN.O. The orbital gap comes out at 10.39 eV. The calculation puts the energy above the lowest of the compared OMol25 structures with the same formula, charge and spin at 12.4 kcal per mole.



(4)
The following is a quantum chemistry calculation of a cluster of 2 separate species, C3H10N2O2 in total at a distorted geometry, from OMol25.

Positions of all 17 atoms, in Å:
C 1.320 -1.031 -1.897
N 0.612 -0.045 -1.082
C -0.201 -0.811 0.037
C 0.189 -0.332 1.428
N -0.522 0.698 2.056
O 1.293 -0.696 1.816
H 2.395 -0.661 -2.197
H 0.539 -1.252 -2.603
H 1.649 -1.908 -1.403
H 1.268 0.572 -0.613
H -0.099 -1.967 -0.025
H -1.197 -0.501 -0.201
H -1.390 1.223 1.930
H -0.004 0.937 2.921
H -1.875 1.157 -0.370
H -1.854 2.712 -0.051
O -2.121 1.905 0.253

The value obtained for the electronic energy is -10347.0578 eV. The total charge is 0. As for the structure (SMILES): CNCC(N)=O.O. The orbital gap comes out at 10.05 eV. The calculation puts the energy above the lowest of the compared OMol25 structures with the same formula, charge and spin at 56.0 kcal per mole.



(5)
The following is a quantum chemistry calculation of a structure of composition C3H10N2O2 at a distorted geometry, from OMol25.

Positions of all 17 atoms, in Å:
O -1.715 -0.870 -1.067
C -0.555 -1.261 -1.072
C 0.472 -0.271 -1.641
N 0.003 1.022 -1.090
H -0.288 -2.325 -1.096
H 1.445 -0.521 -1.237
H 0.474 -0.252 -2.724
H 0.182 1.834 -1.653
H -1.035 0.857 -1.014
H 0.309 1.127 -0.082
N 0.389 0.948 1.659
C -0.103 -0.453 1.733
O 0.216 -1.149 0.635
H -0.237 1.603 2.084
H 1.318 1.037 2.037
H 0.312 -0.922 2.630
H -1.186 -0.406 1.899

The value obtained for the electronic energy is -10346.4861 eV. The total charge is 0. The orbital gap comes out at 8.61 eV. The calculation puts the energy above the lowest of the compared OMol25 structures with the same formula, charge and spin at 69.2 kcal per mole.



(6)
The following is a quantum chemistry calculation of a cluster of 2 separate species, C3H10N2O2 in total at a distorted geometry, from OMol25.

Positions of all 17 atoms, in Å:
O 1.192 0.309 0.798
C 0.308 -0.491 0.614
N -0.258 -0.786 -0.688
C 0.376 -0.402 -1.981
N -0.497 -0.899 -3.083
C -0.276 -1.343 1.706
H -1.241 -1.071 -0.849
H 0.515 0.707 -2.050
H 1.396 -0.842 -1.943
H -1.276 -1.447 -2.655
H -0.044 -1.725 -3.449
H 0.255 -2.322 1.807
H 0.124 -0.837 2.601
H -1.392 -1.407 1.746
H 0.379 3.176 1.971
H -1.101 3.114 1.622
O -0.539 3.174 2.397

The value obtained for the electronic energy is -10338.2432 eV. The total charge is +1. As for the multiplicity: 2. The orbital gap (spin up / spin down) comes out at 10.26 / 4.91 eV. The calculation puts the energy above the lowest of the compared OMol25 structures with the same formula, charge and spin at 61.1 kcal per mole.



(7)
The following is a quantum chemistry calculation of a cluster of 2 separate species, C3H10N2O2P in total at a distorted geometry, from OMol25.

Positions of all 18 atoms, in Å:
C 1.010 2.189 0.134
C -0.067 -1.074 -0.850
C -1.556 -1.713 0.895
N 0.450 1.283 1.064
N -1.392 -0.948 -0.337
O -1.641 1.296 -1.642
O -3.163 0.882 0.357
P -1.852 0.679 -0.297
H 2.097 2.037 0.062
H 0.560 2.217 -0.895
H 0.834 3.224 0.545
H -0.108 -0.565 -1.734
H 0.559 -0.528 -0.148
H 0.280 -2.065 -1.078
H -2.567 -1.514 1.239
H -1.491 -2.819 0.903
H -0.690 -1.519 1.675
H -0.482 1.559 1.499

The value obtained for the electronic energy is -19637.5026 eV. The total charge is -1. The orbital gap (spin up / spin down) comes out at 7.43 / 7.44 eV. The calculation puts the energy above the lowest of the compared OMol25 structures with the same formula, charge and spin at 77.6 kcal per mole.



(8)
The following is a quantum chemistry calculation of a cluster of 2 separate species, C3H10N2O2S in total at a distorted geometry, from OMol25.

Positions of all 18 atoms, in Å:
C 0.723 -0.646 0.027
C 0.997 -1.354 1.349
S 0.011 -0.821 2.766
N -0.581 -0.875 -0.536
C -1.681 -0.071 -0.365
N -1.472 1.212 0.081
O -2.804 -0.500 -0.542
H 1.016 0.395 -0.017
H 1.508 -1.055 -0.623
H 2.032 -1.129 1.616
H 0.832 -2.412 1.201
H -0.597 0.240 2.224
H -0.868 -1.831 -0.674
H -2.252 1.850 0.077
H -0.583 1.669 -0.034
H 0.819 1.285 -1.748
H 1.314 2.456 -2.560
O 1.585 1.587 -2.243

The value obtained for the electronic energy is -21184.1409 eV. The total charge is 0. As for the structure (SMILES): NC(=O)NCCS.O. The orbital gap comes out at 9.59 eV. The calculation puts the energy above the lowest of the compared OMol25 structures with the same formula, charge and spin at 14.3 kcal per mole.



(9)
The following is a quantum chemistry calculation of a cluster of 2 separate species, C3H10N2O2S in total at a distorted geometry, from OMol25.

Positions of all 18 atoms, in Å:
N -0.695 -0.183 1.164
C 0.255 -0.731 0.125
C -0.413 -0.355 -1.166
S -2.176 -0.832 -1.316
C 1.586 -0.042 0.287
N 2.698 -0.890 0.430
O 1.928 1.123 0.297
H -0.437 0.522 1.849
H -2.938 -0.152 -0.361
H -1.399 -0.845 1.444
H 0.268 -1.785 0.403
H -0.024 -0.925 -2.065
H -0.365 0.663 -1.340
H 2.629 -1.859 0.331
H 3.616 -0.416 0.647
H -0.867 2.621 -0.055
H -2.069 1.778 -0.071
O -1.597 2.308 -0.602

The value obtained for the electronic energy is -21182.8218 eV. The total charge is 0. As for the structure (SMILES): NC(=O)[C@@H](N)CS.O. The orbital gap comes out at 9.83 eV. The calculation puts the energy above the lowest of the compared OMol25 structures with the same formula, charge and spin at 44.7 kcal per mole.



(10)
The following is a quantum chemistry calculation of a cluster of 2 separate species, C3H10N2O2S in total at a distorted geometry, from OMol25.

Positions of all 18 atoms, in Å:
N -1.602 -0.165 0.692
C -0.662 0.145 -0.445
C 0.424 1.083 0.004
S -0.207 2.439 1.190
C 0.083 -1.023 -1.178
N 0.197 -0.643 -2.582
O 0.295 -2.130 -0.839
H -2.218 -1.052 0.492
H -1.411 2.110 1.492
H -1.259 -0.176 1.633
H -1.396 0.632 -1.039
H 0.912 1.654 -0.946
H 1.301 0.545 0.402
H -0.057 0.335 -2.757
H 0.937 -0.979 -3.168
H 1.831 -2.147 0.645
H 0.902 -2.776 1.747
O 1.522 -1.962 1.515

The value obtained for the electronic energy is -21182.5028 eV. The total charge is 0. As for the structure (SMILES): NC(=O)[C@@H](N)CS.O. The orbital gap comes out at 9.79 eV. The calculation puts the energy above the lowest of the compared OMol25 structures with the same formula, charge and spin at 52.1 kcal per mole.



(11)
The following is a quantum chemistry calculation of a cluster of 2 separate species, C3H10N2O2S in total, from OMol25.

Positions of all 18 atoms, in Å:
N 1.273 1.620 3.317
C 1.028 1.241 2.052
O 0.002 1.483 1.448
O 2.040 0.549 1.516
H 2.205 1.514 3.685
H 0.657 2.292 3.732
C -0.105 -0.441 -0.914
C -0.735 -1.136 -2.135
S -2.408 -1.626 -1.753
N 1.245 0.024 -1.175
H -0.084 -1.123 -0.062
H -0.698 0.428 -0.626
H -0.208 -2.042 -2.433
H -0.794 -0.480 -3.011
H -2.746 -2.122 -2.963
H 1.770 0.355 0.583
H 1.238 0.880 -1.720
H 1.818 -0.665 -1.659

The value obtained for the electronic energy is -21175.5843 eV. The total charge is +1. As for the multiplicity: 2. The orbital gap (spin up / spin down) comes out at 8.64 / 3.56 eV. The calculation puts the energy above the lowest of the compared OMol25 structures with the same formula, charge and spin at 8.4 kcal per mole.



(12)
The following is a quantum chemistry calculation of an isolated molecule of C3H10N2O2Si at a distorted geometry, from OMol25.

Positions of all 18 atoms, in Å:
C 1.526 -0.010 0.047
C -0.733 -0.615 0.836
C -0.240 0.341 -0.144
N -0.481 -2.039 0.429
N -0.600 -0.081 -1.432
O 2.095 -0.551 -1.001
O 2.137 0.180 1.035
Si -0.081 2.182 0.351
H -0.345 -0.404 1.957
H -1.859 -0.482 0.971
H 0.443 -2.182 0.295
H -0.883 -2.764 1.115
H -1.224 0.440 -2.018
H 1.499 -0.780 -1.818
H -0.883 -1.085 -1.503
H -0.492 2.672 -1.063
H -1.139 2.613 1.180
H 1.259 2.565 0.762

The value obtained for the electronic energy is -18224.0652 eV. The total charge is 0. As for the structure (SMILES): NC[C@@](N)([SiH3])C(=O)O. The orbital gap comes out at 9.60 eV. The calculation puts the energy above the lowest of the compared OMol25 structures with the same formula, charge and spin at 68.5 kcal per mole.



(13)
The following is a quantum chemistry calculation of an isolated molecule of C3H10N2O3 at a distorted geometry, from OMol25.

Positions of all 18 atoms, in Å:
C -1.086 0.414 -0.260
C -1.050 -0.824 -1.142
O -1.818 0.160 0.945
H -2.703 -0.150 0.723
H -1.565 1.242 -0.806
H 0.290 2.146 -0.667
H -0.486 -0.621 -2.052
H -0.566 -1.650 -0.618
H -2.058 -1.157 -1.408
C 0.599 0.788 0.405
N 1.976 -1.035 -0.155
N 0.718 0.296 1.698
O 1.566 0.315 -0.467
O 0.543 2.146 0.321
H 2.253 -1.396 -1.067
H 2.795 -0.903 0.441
H 0.390 -0.658 1.771
H 0.201 0.887 2.338

The value obtained for the electronic energy is -12393.0491 eV. The total charge is 0. As for the structure (SMILES): C[C@@H](O)[C@](N)(O)ON. The orbital gap comes out at 9.47 eV. The calculation puts the energy above the lowest of the compared OMol25 structures with the same formula, charge and spin at 85.0 kcal per mole.



(14)
The following is a quantum chemistry calculation of a cluster of 2 separate species, C3H10N2O3 in total at a distorted geometry, from OMol25.

Positions of all 18 atoms, in Å:
C -0.064 -0.573 1.176
N -0.664 -0.949 -0.100
C -0.061 -1.814 -0.939
O 0.878 -2.570 -0.304
O -0.318 -2.026 -2.104
C -0.164 0.918 1.436
N 0.585 1.790 0.551
H -0.512 -1.126 2.007
H 0.973 -0.897 1.257
H -1.285 -0.257 -0.472
H 1.427 -2.988 -0.964
H 0.013 1.069 2.509
H -1.222 1.206 1.368
H 1.527 1.484 0.361
H 0.638 2.704 0.980
H -0.392 1.228 -2.981
H -0.622 1.827 -1.667
O -0.735 0.974 -2.115

The value obtained for the electronic energy is -12396.4027 eV. The total charge is 0. As for the structure (SMILES): NCCNC(=O)O.O. The orbital gap comes out at 10.15 eV. The calculation puts the energy above the lowest of the compared OMol25 structures with the same formula, charge and spin at 7.7 kcal per mole.



(15)
The following is a quantum chemistry calculation of an isolated molecule of C3H10N2O3, from OMol25.

Positions of all 18 atoms, in Å:
C -1.040 0.284 0.065
C 1.391 -0.539 0.265
C 0.110 -0.113 1.011
N -1.747 -0.906 -0.324
N 2.221 0.620 0.076
O -0.536 1.014 -1.036
O -1.947 1.149 0.693
O 1.109 -1.236 -0.933
H -1.118 1.773 -1.160
H -2.472 0.641 1.320
H 0.696 -0.602 -1.539
H 1.947 -1.258 0.878
H -2.407 -0.710 -1.069
H -1.101 -1.622 -0.632
H 3.069 0.374 -0.423
H 1.718 1.315 -0.467
H -0.253 -0.927 1.637
H 0.360 0.743 1.636

The value obtained for the electronic energy is -12396.3355 eV. The total charge is 0. As for the structure (SMILES): N[C@H](O)CC(N)(O)O. The orbital gap comes out at 10.19 eV. The calculation puts the energy above the lowest of the compared OMol25 structures with the same formula, charge and spin at 9.2 kcal per mole.